[1]
73
Properties=species:S:1:pos:R:3:mulliken_charge:R:1 method="wB97M-V/def2-TZVPD" relative_energy_kcal_mol=183.2 total_charge=+1 gap_ev=4.671 max_force_ev_per_a=3.2 e_tot_ev=-135144.5583 e_homo_ev=-10.5
V -0.614 -0.181 -0.326 1.911
S 2.878 -3.695 3.562 0.544
S -5.762 1.546 -0.120 0.434
S 5.561 2.110 0.384 0.478
S 0.597 6.254 -3.141 0.461
S -3.491 -4.315 1.614 0.444
S -2.508 -1.696 -4.768 0.455
S 0.003 1.003 4.839 0.483
O 1.296 5.623 -1.925 -0.595
O -2.735 -3.081 1.118 -0.594
O -4.302 1.139 -0.138 -0.551
O 0.393 -1.367 -0.694 -0.483
O 2.454 -4.759 4.558 -0.626
O -0.046 1.145 -0.859 -0.482
O -0.378 0.889 3.388 -0.555
O -2.296 -0.920 -3.476 -0.563
O 4.971 0.820 0.912 -0.578
C -0.280 4.954 -4.083 -0.815
C -6.678 0.357 -1.187 -0.942
C 4.592 -3.171 4.278 -0.976
C 7.241 1.768 -0.256 -0.957
C -0.920 -2.259 -5.333 -0.901
C 1.494 2.047 4.858 -0.920
C -2.272 -5.712 1.426 -0.836
C -3.270 -4.078 3.479 -0.917
C 4.796 2.319 -1.273 -0.940
C 3.560 -4.501 2.037 -0.897
C -1.167 2.163 5.581 -0.928
C -3.233 -3.314 -4.226 -0.869
C -5.827 2.860 -1.400 -0.910
C 2.047 6.535 -4.273 -0.953
H -3.883 -4.861 3.926 0.379
H 4.606 -2.660 5.241 0.323
H 5.087 -2.563 3.520 0.329
H 7.561 2.605 -0.877 0.353
H -6.709 2.755 -2.031 0.333
H -2.098 1.707 5.918 0.314
H -7.767 0.416 -1.194 0.394
H 2.347 1.439 4.558 0.312
H -3.024 -4.148 -4.897 0.351
H 4.419 -5.148 2.219 0.314
H 2.863 -5.111 1.463 0.318
H -1.653 -5.907 2.302 0.293
H -2.892 -3.511 -3.210 0.257
H -2.210 -4.165 3.717 0.290
H -6.404 0.458 -2.237 0.300
H 7.953 1.808 0.568 0.326
H -0.897 -2.627 -6.359 0.369
H -0.439 5.503 -5.011 0.369
H 5.288 -4.001 4.401 0.356
H -5.886 3.861 -0.973 0.325
H 7.290 0.846 -0.836 0.315
H -1.523 2.873 4.834 0.317
H 2.628 5.641 -4.500 0.296
H -6.459 -0.645 -0.819 0.309
H -2.881 -6.576 1.159 0.339
H -0.708 2.754 6.373 0.326
H -4.967 2.691 -2.048 0.305
H 3.834 2.818 -1.159 0.341
H 4.928 1.319 -1.689 0.309
H -3.749 -3.113 3.645 0.321
H -4.312 -3.231 -4.096 0.319
H 0.387 4.091 -4.098 0.260
H 1.313 2.889 4.189 0.307
H 2.654 7.297 -3.784 0.319
H -0.392 -1.306 -5.290 0.306
H 1.807 7.040 -5.208 0.383
H 1.716 2.469 5.838 0.364
H 3.879 -3.698 1.372 0.322
H -0.360 -2.856 -4.614 0.312
H 5.450 2.908 -1.916 0.351
H -1.192 4.865 -3.493 0.278
H -1.706 -5.413 0.543 0.277

***

[2]
91
Properties=species:S:1:pos:R:3:mulliken_charge:R:1 method="wB97M-V/def2-TZVPD" total_charge=-1 gap_ev=5.171 max_force_ev_per_a=3.0 e_tot_ev=-152534.7538 e_homo_ev=-4.4
Br -2.182 1.889 -5.001 -0.221
P -1.400 2.509 0.359 0.343
O 0.149 -1.294 4.598 -0.486
O -9.179 3.435 3.633 -0.499
O -4.858 3.280 1.472 -0.510
O 4.215 -2.903 0.077 -0.561
O 1.385 -1.949 -3.442 -0.452
O -0.122 -5.719 -0.036 -0.554
O -5.429 1.499 2.636 -0.573
O -1.369 -1.241 6.194 -0.535
O 2.697 -2.851 1.673 -0.483
O 4.068 0.914 2.702 -0.515
O 2.903 -2.001 -5.038 -0.551
O -5.347 -2.070 0.048 -0.477
O 7.499 0.411 -6.454 -0.484
O -7.622 4.979 3.846 -0.536
O 3.689 0.233 4.763 -0.584
O 8.246 0.556 -1.718 -0.555
O -5.918 -3.851 1.212 -0.567
O -1.632 -5.571 -1.633 -0.548
O 6.689 -0.988 -1.932 -0.530
O 9.048 -0.136 -4.986 -0.522
N -0.796 -5.090 -0.859 0.910
N 7.245 0.068 -2.255 0.967
N 8.463 -0.260 -6.069 0.850
N -8.623 4.491 3.309 0.863
N -0.204 -1.200 5.779 0.833
N -5.217 2.711 2.509 0.939
N 3.862 -2.810 1.259 0.898
N -5.707 -2.639 1.085 0.885
N 2.550 -1.908 -3.857 0.870
N 3.325 0.612 3.643 0.921
N -0.392 1.720 1.371 -0.634
C 8.962 -1.312 -6.996 -0.746
C -3.377 1.984 -1.658 -0.653
C -5.903 -1.794 2.293 -0.580
C -5.414 3.557 3.717 -0.748
C -0.585 -3.619 -0.930 -0.333
C 6.658 0.825 -3.394 -0.537
C -1.193 0.687 -3.738 -0.087
C 0.865 -1.023 6.798 -0.721
C 3.619 -1.731 -2.837 -0.700
C -2.056 -0.699 -3.592 -0.481
C -9.210 5.248 2.170 -0.753
C 1.859 0.713 3.413 -0.706
C 4.931 -2.633 2.278 -0.622
C -0.758 1.389 -2.322 -0.199
B -1.916 1.386 -1.155 0.283
H -2.134 0.265 -0.791 -0.285
H -5.682 -0.755 2.037 0.226
H 6.369 1.810 -3.021 0.291
H -10.081 4.705 1.797 0.308
H 4.745 -1.686 2.790 0.158
H -5.218 -2.155 3.063 0.285
H -2.270 -1.074 -4.706 0.364
H -0.771 3.743 -0.128 -0.058
H 0.679 -0.077 7.310 0.283
H -0.278 0.770 0.909 0.143
H 1.834 -1.005 6.295 0.261
H -1.539 -3.138 -0.702 0.237
H 9.270 -0.817 -7.920 0.278
H -8.443 5.325 1.397 0.295
H -0.252 -3.381 -1.942 0.091
H 5.900 -2.615 1.774 0.297
H 5.787 0.283 -3.768 0.220
H 1.432 -0.280 3.563 0.197
H 8.141 -2.010 -7.174 0.282
H -0.530 2.534 -2.574 0.156
H 9.808 -1.821 -6.530 0.321
H 3.433 -0.784 -2.326 0.261
H -6.944 -1.901 2.605 0.269
H 4.588 -1.713 -3.341 0.254
H -0.175 0.387 -4.284 0.357
H -3.311 3.159 -1.850 0.175
H 1.461 1.430 4.134 0.247
H -4.729 3.195 4.487 0.304
H 4.871 -3.476 2.968 0.291
H -3.119 -0.570 -3.100 0.196
H -9.499 6.232 2.543 0.290
H -3.822 1.431 -2.593 0.128
H 3.559 -2.574 -2.147 0.334
H 0.193 0.827 -1.907 -0.121
H -4.189 1.853 -0.793 0.000
H -1.430 -1.587 -3.098 -0.193
H 7.425 0.903 -4.168 0.172
H -5.193 4.595 3.462 0.234
H -6.455 3.449 4.029 0.326
H 1.685 1.058 2.391 0.492
H 0.174 -3.335 -0.198 0.182
H -2.608 2.863 1.081 -0.170
H 0.805 -1.867 7.489 0.307

***

[3]
70
Properties=species:S:1:pos:R:3:mulliken_spin:R:1 method="wB97M-V/def2-TZVPD" total_charge=+1 spin_multiplicity=4 gap_ev="8.230 / 7.539" max_force_ev_per_a=2.5 e_tot_ev=-75473.8266 e_homo_ev="-11.2 / -11.2"
Co 2.335 -1.123 0.156 2.781
O -2.009 -4.542 -2.458 0.000
O 0.639 -2.292 0.791 0.024
O -4.576 0.009 2.328 0.000
O 1.617 2.188 3.090 0.002
O 2.065 -0.258 2.108 0.033
O 4.024 0.123 -0.359 0.020
O -1.556 0.178 -3.155 0.001
O -1.182 3.095 -2.063 0.000
O 2.870 -1.749 -1.832 0.032
O 1.387 -3.509 -3.424 0.001
N -1.211 1.567 2.441 0.000
C 3.836 -0.878 -2.471 -0.001
C 4.827 -0.431 -1.430 -0.001
C -2.662 1.523 2.563 0.000
C -0.704 2.912 2.665 0.001
C 0.199 -1.860 2.099 0.004
C 2.546 2.901 3.894 0.000
C 0.771 3.024 2.287 0.000
C 0.268 -3.709 -2.569 -0.002
C 1.394 -1.286 2.846 -0.010
C -1.820 2.658 -3.242 0.000
C -0.858 -4.463 -3.261 0.000
C -2.473 1.277 -3.171 0.000
C -3.172 0.100 2.378 0.000
C -5.172 0.461 1.125 0.000
B 0.635 0.232 -0.790 0.033
H 1.012 4.072 2.481 0.000
H 2.356 -2.223 -2.513 0.002
H 2.068 3.730 4.417 0.000
H 1.763 -4.379 -3.619 0.000
H -3.116 2.166 1.789 0.000
H -0.122 -2.740 0.401 0.003
H 1.077 -0.885 3.811 0.001
H 5.566 -1.181 -1.154 0.000
H -3.055 1.959 3.482 0.000
H 5.356 0.418 -1.867 0.001
H -1.165 2.669 -4.124 0.000
H -0.845 3.248 3.693 0.000
H 0.823 0.967 -1.660 0.003
H -1.051 -4.058 -4.254 0.000
H 3.371 3.291 3.288 0.000
H -2.548 3.421 -3.529 0.000
H 0.525 -4.200 -1.624 0.000
H -1.241 3.615 2.013 0.000
H -0.549 -1.074 1.990 -0.001
H 1.789 0.601 2.562 0.000
H 0.943 2.789 1.237 0.001
H -2.645 -3.876 -2.738 0.000
H 4.549 0.747 0.155 0.002
H -0.933 1.252 1.525 0.002
H 3.340 0.012 -2.863 0.000
H -3.154 1.231 -2.315 0.000
H 0.808 -0.870 -1.126 0.040
H 4.249 -1.510 -3.256 0.001
H -4.661 0.027 0.256 0.000
H -0.207 -2.684 2.687 0.001
H -2.779 -0.369 1.465 0.000
H -0.110 -2.712 -2.314 0.005
H -0.459 0.343 -0.434 0.003
H -2.870 -0.489 3.246 0.000
H -1.094 0.121 -2.303 -0.002
H 2.955 2.173 4.594 0.000
H 1.340 0.502 0.084 0.021
H -0.495 -5.482 -3.437 0.000
H -6.215 0.162 1.151 0.000
H -3.101 1.183 -4.057 0.000
H 2.077 -2.103 3.104 -0.002
H -5.067 1.549 1.065 0.000
H -0.505 2.441 -1.855 0.000

***

[4]
66
Properties=species:S:1:pos:R:3:nbo_charge:R:1 method="wB97M-V/def2-TZVPD" relative_energy_kcal_mol=19.5 total_charge=+1 gap_ev=9.902 max_force_ev_per_a=2.1 e_tot_ev=-31405.8807 e_homo_ev=-12.1
O 0.855 2.992 0.640 -0.572
O -1.300 -3.092 -0.809 -0.568
O -1.693 -2.432 4.020 -0.557
O -2.299 2.594 -3.816 -0.718
O 0.078 1.397 -2.826 -0.747
N -1.458 -0.275 2.235 -0.863
N 2.573 0.508 0.425 -0.859
N -0.258 0.244 -0.318 -0.944
N 0.992 -1.948 -1.777 -0.861
C 0.521 -2.743 -4.110 -0.631
C -0.979 -3.455 -2.164 -0.070
C -0.138 1.594 -4.241 -0.087
C 0.214 3.967 -0.133 -0.254
C -2.668 -2.782 -0.560 -0.252
C -0.565 -0.467 3.389 -0.071
C -1.225 -1.219 4.531 -0.076
C -2.679 -3.100 4.793 -0.244
C -0.046 0.881 3.874 -0.641
C 2.743 1.660 1.331 -0.073
C -0.038 -2.415 -2.748 -0.077
C 2.253 2.953 0.703 -0.059
C 4.265 1.746 1.686 -0.625
C -1.050 2.770 -4.485 -0.093
H 1.339 -3.474 -4.049 0.214
H 2.616 3.735 1.377 0.190
H -2.823 -1.732 -0.807 0.164
H -3.354 -3.472 -1.051 0.185
H -2.820 -2.936 0.508 0.194
H -0.147 0.719 -1.236 0.446
H 0.239 1.735 3.260 0.233
H -2.894 -4.034 4.282 0.203
H 2.618 2.979 -0.334 0.159
H -0.450 -4.402 -2.032 0.190
H -2.280 0.235 2.572 0.354
H -0.613 -1.481 -2.857 0.174
H 1.048 -1.923 -4.605 0.212
H 4.549 2.675 2.186 0.221
H -0.256 -3.147 -4.759 0.229
H -0.519 0.670 -4.685 0.183
H -3.528 -2.426 4.946 0.172
H 1.037 1.305 -2.767 0.477
H 3.103 0.707 -0.419 0.353
H -2.005 -0.652 5.062 0.168
H 0.818 1.702 -4.758 0.187
H 0.224 3.678 -1.188 0.172
H 0.300 -1.037 3.037 0.189
H -2.241 -3.339 5.772 0.174
H -1.253 2.980 -5.539 0.187
H 1.313 -2.728 -1.207 0.372
H -1.858 -1.211 2.118 0.372
H -0.805 1.319 4.538 0.208
H -0.824 4.159 0.143 0.203
H -1.924 -3.512 -2.700 0.195
H 4.869 1.667 0.784 0.206
H -1.153 0.264 0.161 0.452
H -0.477 -1.373 5.327 0.176
H 4.469 0.942 2.391 0.219
H -0.571 3.679 -4.097 0.165
H 0.811 0.708 4.535 0.216
H 0.677 4.945 0.055 0.178
H 3.019 -0.310 0.825 0.375
H 1.788 -1.611 -2.306 0.361
H 0.551 0.583 0.241 0.466
H -2.863 3.306 -4.132 0.477
H 0.012 -0.754 -0.469 0.463
H 2.159 1.486 2.235 0.207